(1)
Computed, not measured: 2 unconnected molecules or ions with the total composition C2H9N3O in a non-equilibrium geometry, with ωB97M-V/def2-TZVPD.

The geometry in XYZ format:
```
15
Properties=species:S:1:pos:R:3:forces:R:3:mulliken_charge:R:1
O -0.153801 0.621541 -0.613307 0.221 5.191 0.998 -0.434
N -1.098795 -1.511984 -0.178358 -1.098 0.241 0.438 0.160
N 0.543257 2.112010 -0.281806 0.867 -1.452 -0.348 -0.419
N -0.925820 -1.823659 0.999778 0.356 -0.486 -0.312 -0.561
C -0.562849 -2.413959 -1.168086 0.188 -0.180 0.071 -0.663
C 0.989373 2.083970 1.099594 0.002 -0.471 -0.016 -0.606
H -0.088907 -3.276771 -0.692612 0.073 -0.046 -0.254 0.342
H 1.338916 2.070174 -0.914527 -0.140 0.061 0.072 0.245
H -1.349240 -1.098048 1.604206 0.007 -0.021 -0.405 0.226
H 0.110712 2.023690 1.740770 0.081 0.104 0.062 0.236
H -0.735354 1.501061 -0.562796 -0.496 -2.908 -0.719 0.370
H -1.355388 -2.691608 -1.864118 -0.210 -0.186 0.298 0.291
H 1.534051 3.008256 1.304301 -0.114 0.061 -0.032 0.301
H 1.642657 1.234209 1.328100 -0.061 0.071 -0.086 0.273
H 0.111189 -1.838881 -1.801139 0.324 0.022 0.232 0.238
```
Positions in Å, forces in eV/Å.

Properties
Frontier orbital gap: 9.42 eV
SMILES: [H]/N=N/C.CNO
ΔE to the lowest compared entry with this formula, charge and spin: 5.853 eV
E: -320.91665 a.u.
HOMO energy: -8.47 eV
Lowest unoccupied orbital energy: 0.9 eV



(2)
Computed, not measured: 2 unconnected molecules or ions with the total composition C2H9N3O2 in a non-equilibrium geometry, with ωB97M-V/def2-TZVPD.

The geometry in XYZ format:
```
16
Properties=species:S:1:pos:R:3:forces:R:3:mulliken_charge:R:1
O -3.042311 0.334672 -0.814481 0.666 -0.112 1.167 -0.316
O -1.195003 0.009919 2.063626 -0.765 0.129 -1.134 -0.297
N -2.018090 -0.320980 0.990299 -0.075 0.815 -0.346 -0.037
N 0.788797 0.052819 -0.898283 0.070 -0.031 -0.071 -0.368
N -2.245161 0.669235 0.276417 0.009 -0.859 0.391 -0.159
C 1.599752 1.046670 -0.210263 -0.404 0.262 -0.136 -0.847
C 1.203650 -1.297014 -0.540709 -0.394 -0.088 -0.132 -0.837
H -0.191437 0.177287 -0.638099 0.591 -0.009 -0.249 0.250
H 1.236941 2.048852 -0.458952 0.075 -0.096 -0.002 0.310
H -1.053021 0.960999 1.913499 0.325 0.181 0.420 0.379
H -3.188996 -0.616110 -0.666943 -0.309 -0.158 -0.406 0.388
H 1.543798 0.931534 0.877346 0.225 0.009 0.226 0.283
H 2.646697 0.986620 -0.523759 -0.158 -0.107 0.033 0.319
H 0.560535 -2.021925 -1.049368 0.102 0.061 0.042 0.306
H 2.233647 -1.489476 -0.857151 -0.117 0.146 0.040 0.314
H 1.120202 -1.473101 0.536824 0.159 -0.141 0.158 0.312
```
Positions in Å, forces in eV/Å.

Properties
Frontier orbital gap: 9.32 eV
SMILES: O/N=N/O.CNC
ΔE to the lowest compared entry with this formula, charge and spin: 4.768 eV
E: -396.20454 a.u.
HOMO energy: -8.78 eV
Lowest unoccupied orbital energy: 0.5 eV



(3)
Computed, not measured: 2 unconnected molecules or ions with the total composition C2H9N4 in a non-equilibrium geometry, with ωB97M-V/def2-TZVPD.

The geometry in XYZ format:
```
15
Properties=species:S:1:pos:R:3:forces:R:3:mulliken_charge:R:1
N -1.923561 0.008316 -1.228053 0.976 0.778 -0.021 -0.345
N -2.013281 -0.503650 1.110154 0.369 0.486 -0.751 -0.321
N 1.837233 -0.722638 -0.768789 1.610 -0.139 -0.782 -0.305
N 1.995556 1.090663 0.615754 3.665 -0.373 -2.859 -0.320
C -1.380171 -0.263683 -0.056924 -0.228 -1.368 1.636 0.216
C 1.339214 0.095947 0.118098 -0.499 -1.471 0.464 -0.192
H 1.433936 1.609257 1.155364 -1.635 2.938 2.576 0.233
H -1.366962 -0.701112 1.877675 -0.526 0.053 -0.346 0.246
H -3.007509 -0.448852 1.387235 0.784 0.062 -0.717 0.228
H -0.093102 -0.295061 0.123283 -0.973 0.740 -0.134 0.326
H 2.908541 1.487192 0.244406 -1.477 -0.665 0.785 0.241
H 1.402738 -1.625983 -0.768050 0.025 -0.293 -0.632 0.244
H -1.273947 0.314260 -1.957540 -0.176 -0.476 0.404 0.277
H -2.787256 0.486124 -1.327139 -1.249 -0.007 0.069 0.264
H 2.794133 -0.646788 -1.151570 -0.666 -0.264 0.308 0.207
```
Positions in Å, forces in eV/Å.

Properties
Frontier orbital gap: 9.80 eV
Total charge: +1
ΔE to the lowest compared entry with this formula, charge and spin: 2.127 eV
E: -300.34116 a.u.
HOMO energy: -12.56 eV
Lowest unoccupied orbital energy: -2.8 eV



(4)
Computed, not measured: 2 unconnected molecules or ions with the total composition C2H9N4O in a non-equilibrium geometry, with ωB97M-V/def2-TZVPD.

The geometry in XYZ format:
```
16
Properties=species:S:1:pos:R:3:forces:R:3:mulliken_charge:R:1
O -2.644240 0.161208 -0.249175 1.340 -0.035 0.263 -0.395
N -0.000017 0.663773 0.575878 -1.454 0.282 0.455 -0.655
N -1.325567 -1.730172 0.281495 1.072 0.587 0.200 -0.535
N -0.183005 2.050135 0.152010 1.240 -0.685 -1.567 -0.194
N 1.090087 -1.269114 0.089974 4.784 -0.567 -0.002 -0.309
C 1.055560 0.183555 -0.211834 -3.807 -1.949 -2.914 -0.809
C -1.797272 -0.596453 0.050205 -1.942 -0.023 -0.077 0.697
H -1.860285 -2.570299 0.276258 -0.944 -0.209 -0.163 0.185
H 0.744318 0.220688 -1.315936 0.816 0.108 0.749 0.339
H 1.953946 0.668252 -0.085739 2.564 0.856 0.382 0.480
H 0.103951 -1.731972 0.285952 -0.552 0.762 0.481 0.380
H 1.453325 -1.781408 -0.749321 -0.192 0.540 0.891 0.372
H -0.774765 2.246835 -0.721400 -0.215 -0.480 1.734 0.363
H 0.746185 2.346080 -0.239976 -0.728 0.542 1.147 0.369
H -0.424698 2.495874 1.037528 -0.295 0.779 -0.705 0.329
H 1.862475 -1.356977 0.824083 -1.688 -0.509 -0.875 0.381
```
Positions in Å, forces in eV/Å.

Properties
Frontier orbital gap: 9.64 eV
Total charge: +1
ΔE to the lowest compared entry with this formula, charge and spin: 5.054 eV
E: -375.51179 a.u.
HOMO energy: -12.80 eV
Lowest unoccupied orbital energy: -3.2 eV



(5)
Computed, not measured: 2 unconnected molecules or ions with the total composition C2H9N4O in a non-equilibrium geometry, with ωB97M-V/def2-TZVPD.

The geometry in XYZ format:
```
16
Properties=species:S:1:pos:R:3:forces:R:3:mulliken_charge:R:1
O 1.543868 0.324941 -1.004700 -1.068 -0.013 0.549 -0.715
N -2.356927 -1.880693 0.323592 -0.391 -0.596 -0.532 -0.319
N 1.144561 2.537827 -0.711990 0.182 -0.630 0.085 -0.425
N 1.005470 1.108202 1.095919 -0.240 -0.174 -0.544 -0.422
N -0.091129 -1.673484 -0.291279 -0.076 0.128 0.577 -0.293
C 1.232910 1.262551 -0.252067 1.082 0.472 -0.041 0.640
C -1.364209 -1.437187 -0.421000 0.150 0.978 0.615 0.283
H 0.573868 -0.873349 -0.518185 0.234 -0.688 -0.798 0.220
H -2.270729 -2.483880 1.126364 0.389 -0.200 -0.079 0.232
H 1.342551 1.850650 1.682849 -0.183 -0.007 0.296 0.255
H -3.293464 -1.820369 -0.050135 0.001 0.271 0.114 0.259
H 1.131487 0.172995 1.444287 0.275 0.139 0.149 0.223
H -1.621909 -0.641203 -1.113045 -0.087 -0.236 -0.263 0.326
H 1.597835 2.673130 -1.601558 -0.083 0.225 -0.030 0.273
H 0.242361 -2.401016 0.329310 -0.088 0.048 0.034 0.234
H 1.183455 3.280886 -0.038362 -0.097 0.282 -0.132 0.228
```
Positions in Å, forces in eV/Å.

Properties
Frontier orbital gap: 10.74 eV
Total charge: +1
ΔE to the lowest compared entry with this formula, charge and spin: 0.216 eV
E: -375.68957 a.u.
HOMO energy: -14.11 eV
Lowest unoccupied orbital energy: -3.4 eV



(6)
Computed, not measured: 2 unconnected molecules or ions with the total composition C2H9N4P in a non-equilibrium geometry, with ωB97M-V/def2-TZVPD.

The geometry in XYZ format:
```
16
Properties=species:S:1:pos:R:3:forces:R:3:mulliken_charge:R:1
P 0.530544 0.251923 0.011962 0.289 0.442 0.035 0.391
N -2.221160 1.660957 0.844242 0.047 -1.032 -0.217 -0.349
N 1.187799 1.764246 -0.080822 0.818 -0.151 -2.599 -0.411
N 0.897262 -0.465359 -1.351284 0.009 -0.334 1.470 -0.421
N 1.215319 -0.201888 1.539073 -0.541 0.753 -1.306 -0.587
C -3.206317 0.965229 0.537069 -0.112 -0.147 0.496 -0.174
C 1.032196 -1.917223 -1.433952 1.318 0.386 3.300 -0.770
H 1.614744 -1.112321 1.533598 -0.008 -0.826 0.660 0.250
H 2.078145 -2.241827 -1.131214 -0.965 0.339 -0.460 0.256
H 0.355488 -2.578966 -0.845843 0.051 0.735 -0.114 0.275
H -3.449207 -0.123928 0.569060 1.082 0.445 0.023 0.223
H 1.628271 2.130353 -0.941416 -0.714 -0.453 0.957 0.236
H 1.006710 2.392900 0.636288 -0.336 1.298 1.150 0.191
H -4.094059 1.508482 0.278104 -0.804 0.675 -0.349 0.275
H 0.543596 0.067656 2.243402 0.186 -0.781 0.464 0.286
H 0.880670 -2.100234 -2.408267 -0.321 -1.349 -3.510 0.330
```
Positions in Å, forces in eV/Å.

Properties
Frontier orbital gap (alpha / beta): 8.31 / 6.81 eV
ΔE to the lowest compared entry with this formula, charge and spin: 3.689 eV
E: -641.84518 a.u.
HOMO energy (alpha / beta): -8.54 / -7.14 eV
Lowest unoccupied orbital energy (alpha / beta): -0.2 / -0.3 eV